Below is Cl3H4LiO2 as an isolated structure, with properties calculated with ωB97M-V/def2-TZVPD.

Energy relative to the best compared isomer or geometry (same formula, charge and spin) in eV: 0.129
Calculated total energy in a.u.: -1541.193908
Gap between HOMO and LUMO in Ha: 0.257

ORCA input file:
```
! RIJCOSX wB97M-V def2-TZVPD def2/J DEFGRID3
* xyz -2 1
Li -0.34821 -0.94401 0.91786
Cl 0.87210 -1.86732 -0.90180
Cl -2.40750 -2.18985 1.49645
Cl 0.55397 0.48511 2.65800
O 2.29857 0.99970 -1.09796
H 2.31033 0.29486 -1.75541
H 1.65486 0.61595 -0.48411
O -1.40300 0.65839 -0.08445
H -1.92863 1.37569 0.26881
H -1.60248 0.57148 -1.01738
*
```